The following is a quantum chemistry calculation of C24H20ClF3GdP as an isolated structure in a non-equilibrium geometry, from OMol25.

* frontier orbital gap (spin up / spin down): 5.51 / 4.81 eV
* E: -75999.40027 eV
* expectation value of S²: 16.664
* multiplicity: 8

The geometry in XYZ format:
```
50
Properties=species:S:1:pos:R:3:mulliken_charge:R:1
C -1.10787 -1.45372 1.61109 -0.6380
C -0.96526 -1.99332 0.28978 -0.3914
C 0.43642 -2.18987 0.03822 -0.2362
H -1.77820 -2.27058 -0.38236 0.5282
C 1.15773 -1.80421 1.21241 -0.6710
C 0.20362 -1.32866 2.18566 -0.3696
H 0.42842 -1.00007 3.20486 0.4379
H -2.04995 -1.21355 2.11049 0.3927
H 0.86315 -2.65313 -0.85170 0.5913
H 2.23392 -1.91706 1.37320 0.4390
Gd 0.16437 0.28805 0.37851 0.7763
Cl 2.42964 1.33910 0.36587 -0.4901
P 0.00625 0.34175 -2.54730 0.6629
C 1.24408 -0.74763 -3.32389 0.1416
C 0.97593 -1.52745 -4.46208 -0.0813
H -0.02560 -1.53991 -4.89306 0.4141
C 1.99482 -2.28206 -5.05036 -0.6200
H 1.78164 -2.87339 -5.94537 0.4073
C 3.28344 -2.28061 -4.49918 -0.4740
H 4.07674 -2.86145 -4.96467 0.3721
C 3.54750 -1.54219 -3.33524 -0.6773
H 4.54478 -1.56112 -2.88309 0.4159
C 2.53799 -0.78528 -2.75440 -0.1384
H 2.74821 -0.20398 -1.85178 0.1885
C -1.64347 -0.12636 -3.17452 0.3475
C -2.07184 -1.46564 -3.06384 -0.4634
H -1.39187 -2.22887 -2.68240 0.7622
C -3.36415 -1.82591 -3.44949 -0.7783
H -3.69276 -2.85903 -3.33208 0.4102
C -4.23352 -0.86156 -3.97723 -0.6918
H -5.23475 -1.14753 -4.29376 0.3771
C -3.82228 0.47169 -4.07227 -0.4926
H -4.50380 1.22932 -4.46617 0.4161
C -2.54320 0.84284 -3.65813 -0.6804
H -2.23063 1.88670 -3.72224 0.3903
C 0.35168 2.01336 -3.18520 0.3333
C 0.91137 2.21515 -4.45889 -0.2519
H 1.18854 1.35533 -5.07207 0.3610
C 1.10893 3.51297 -4.94305 -0.4143
H 1.51915 3.65973 -5.94567 0.4082
C 0.78362 4.61734 -4.15192 -0.6850
H 0.93716 5.62401 -4.52982 0.3788
C 0.27486 4.42730 -2.86055 -0.4915
H 0.04103 5.28588 -2.22658 0.4303
C 0.06380 3.13586 -2.37642 -0.3797
H -0.32823 3.00144 -1.36278 0.3220
F -1.98564 1.63053 2.70796 -0.2782
C -0.87477 2.08986 2.00563 0.2558
F -1.29886 3.25975 1.38470 -0.2707
F 0.02343 2.49967 2.98118 -0.2952
```